[1]
# C10H37F8N2O22S4Y

A molecular structure, C10H37F8N2O22S4Y (wB97M-V/def2-TZVPD, OMol25).

Electronic energy   -4598.0995 a.u.
Charge   0
M   906.6 g/mol
HOMO energy   -9.10 eV

```
84
C10H37F8N2O22S4Y (wB97M-V/def2-TZVPD)
Y 1.04 -0.16 3.86
C -0.10 4.07 1.82
F 0.57 3.75 0.72
F -0.27 5.38 1.90
F -1.30 3.50 1.77
S 0.78 3.52 3.33
O -0.08 3.93 4.39
O 0.89 2.03 3.21
O 2.05 4.16 3.29
C -3.33 0.01 6.01
F -3.03 -1.27 5.74
F -4.53 0.27 5.54
F -3.32 0.19 7.32
S -2.08 1.12 5.17
O -2.69 1.55 3.94
O -1.80 2.22 6.02
O -0.93 0.21 4.86
N 0.01 -0.30 1.94
S 0.72 -0.02 0.53
O 0.41 1.24 0.00
O 1.00 -1.13 -0.32
F 2.17 0.15 1.18
S -1.50 -0.76 1.37
O -1.48 -2.12 0.92
O -2.38 0.18 0.79
F -2.18 -1.01 2.77
O 3.99 2.21 1.67
H 4.11 1.73 0.83
H 3.63 3.06 1.40
O 2.53 -1.99 2.69
H 3.31 -2.35 3.13
H 2.25 -2.68 2.07
O 0.05 -2.42 4.14
H 0.37 -3.08 4.77
H -0.72 -2.82 3.70
O 3.25 0.64 3.73
H 3.97 0.54 4.36
H 3.62 1.15 2.94
O -2.57 2.74 -1.79
H -2.18 1.87 -1.68
H -3.52 2.59 -1.72
O -2.05 -2.08 -1.94
H -1.25 -2.26 -2.43
H -2.03 -2.70 -1.20
O -4.87 0.98 2.00
H -4.21 1.15 2.69
H -4.36 1.06 1.18
C -0.95 -5.51 -0.37
C -1.67 -5.65 -1.72
O -1.71 -7.00 -2.14
O 0.34 -6.12 -0.39
H -1.52 -6.03 0.41
H -0.82 -4.47 -0.08
H -1.08 -5.00 -2.38
H -2.66 -5.25 -1.54
H -0.79 -7.27 -2.25
H 0.20 -7.07 -0.33
C 4.82 -0.68 -1.04
C 3.98 0.31 -1.79
O 3.55 1.36 -0.92
O 6.17 -0.26 -0.87
H 4.88 -1.58 -1.66
H 4.32 -0.98 -0.12
H 3.13 -0.21 -2.24
H 4.48 0.73 -2.68
H 2.84 1.85 -1.35
H 6.18 0.71 -0.84
C -0.94 3.21 -5.53
C -1.02 1.76 -6.05
C -1.10 0.80 -4.88
O 0.16 0.76 -4.23
C 0.11 1.07 -2.86
N -2.15 1.58 -6.95
H -0.84 3.91 -6.36
H -0.05 3.36 -4.90
H -1.75 3.46 -4.84
H -0.08 1.62 -6.59
H -1.34 -0.20 -5.25
H -1.87 1.10 -4.16
H -0.38 0.28 -2.27
H -0.41 2.02 -2.71
H 1.10 1.24 -2.44
H -2.06 2.19 -7.75
H -3.02 1.85 -6.49
```

[2]
# C10H38BNO9

A molecular structure, C10H38BNO9 (wB97M-V/def2-TZVPD, OMol25).

Electronic energy   -1159.4196 a.u.
Charge   0
M   327.2 g/mol
HOMO energy   -7.70 eV

```
59
C10H38BNO9 (wB97M-V/def2-TZVPD)
N -0.24 0.02 0.17
H -0.52 0.24 -0.78
H 0.24 -0.87 0.19
H -1.07 -0.20 0.69
H 0.28 0.64 0.78
B 0.98 -1.90 0.66
H 0.99 -2.13 1.72
H -0.03 -1.87 0.27
H 1.46 -0.95 0.48
H 1.58 -2.69 0.25
C 2.97 2.06 0.25
C 1.88 2.70 -0.63
O 0.87 1.79 -0.93
H 2.53 1.65 1.16
H 3.71 2.75 0.66
H 3.40 1.30 -0.40
H 2.31 3.02 -1.58
H 1.61 3.59 -0.07
H 1.36 1.07 -1.32
C -2.55 -1.21 1.65
C -1.37 -2.03 2.07
O -0.29 -1.27 2.66
O -2.26 -0.46 0.50
H -2.88 -0.60 2.49
H -3.40 -1.79 1.27
H -0.95 -2.55 1.20
H -1.76 -2.78 2.76
H 0.49 -1.56 2.18
H -3.09 -0.10 0.17
C -1.88 0.67 -1.77
C -1.50 2.16 -1.66
O -0.79 2.52 -0.43
O -0.78 -0.20 -1.85
H -2.54 0.58 -2.64
H -2.53 0.35 -0.95
H -2.36 2.84 -1.72
H -0.92 2.43 -2.54
H 0.14 2.30 -0.52
H -1.09 -0.94 -2.38
C -0.01 2.72 2.84
C 0.62 2.12 1.57
O 0.82 0.71 1.61
O -0.14 4.17 2.70
H 0.60 2.49 3.72
H -0.98 2.24 3.01
H 1.56 2.61 1.31
H -0.02 2.48 0.77
H 1.55 0.53 2.19
H -0.08 4.55 3.58
C 0.71 -3.03 -2.04
C -0.12 -3.53 -3.23
O 0.71 -3.87 -4.33
O -0.12 -2.49 -1.05
H 1.36 -2.21 -2.32
H 1.31 -3.86 -1.67
H -0.86 -2.80 -3.57
H -0.64 -4.42 -2.89
H 1.37 -4.52 -4.07
H 0.31 -2.49 -0.19
```

[3]
# C10H38N4O9

9 unconnected molecules or ions with the total composition C10H38N4O9 (wB97M-V/def2-TZVPD, OMol25).

Electronic energy   -1299.8649 a.u.
Charge   0
SMILES   NC(N)=O.NC(N)=O.CCO.CO.CO.CO.CO.CO.CO
M   358.4 g/mol
HOMO energy   -9.10 eV

```
61
C10H38N4O9 (wB97M-V/def2-TZVPD)
N -22.09 21.11 5.50
C -22.60 22.30 5.47
N -22.27 22.96 4.36
O -23.35 22.84 6.44
H -22.27 20.54 6.34
H -21.36 20.84 4.84
H -22.60 23.95 4.32
H -21.75 22.61 3.57
N -18.06 21.43 2.26
C -17.96 21.96 1.06
N -18.16 23.27 1.12
O -17.86 21.22 -0.14
H -18.12 20.41 2.37
H -18.19 22.06 3.04
H -18.34 23.69 0.24
H -17.78 23.82 1.90
C -22.95 23.98 1.29
C -21.58 23.57 0.90
O -20.89 22.95 2.02
H -23.53 24.13 0.34
H -22.95 24.97 1.81
H -23.44 23.20 1.85
H -21.01 24.41 0.62
H -21.58 22.87 0.08
H -19.93 22.91 1.78
C -19.69 25.96 -1.43
O -18.76 24.88 -1.23
H -19.14 26.81 -1.75
H -20.25 26.19 -0.60
H -20.44 25.70 -2.13
H -18.03 24.98 -1.87
C -16.04 27.74 4.49
O -14.88 27.09 4.09
H -16.81 26.95 4.63
H -16.41 28.33 3.67
H -15.82 28.31 5.42
H -14.26 27.79 4.07
C -19.42 25.84 3.19
O -20.46 25.38 4.07
H -19.67 25.44 2.22
H -18.55 25.39 3.58
H -19.46 26.91 3.13
H -20.57 24.44 3.94
C -18.49 26.21 6.86
O -17.69 25.15 6.46
H -18.93 26.64 5.91
H -17.77 26.89 7.33
H -19.34 25.92 7.52
H -18.25 24.58 5.89
C -15.34 24.26 2.27
O -16.30 25.11 2.88
H -14.36 24.36 2.71
H -15.29 24.59 1.21
H -15.64 23.22 2.37
H -15.75 25.78 3.30
C -19.09 22.35 5.28
O -17.97 22.92 4.64
H -19.90 22.27 4.58
H -19.31 23.02 6.10
H -18.90 21.30 5.64
H -17.16 22.73 5.13
```

[4]
# C10H40O10

10 unconnected molecules or ions with the total composition C10H40O10 (wB97M-V/def2-TZVPD, OMol25).

Electronic energy   -1157.3301 a.u.
Charge   0
SMILES   CCO.CCO.CCO.CCO.CCO.O.O.O.O.O
M   320.4 g/mol
HOMO energy   -9.81 eV

```
60
C10H40O10 (wB97M-V/def2-TZVPD)
C 7.04 8.94 11.53
C 6.82 9.62 10.22
O 7.38 10.90 10.07
H 6.79 9.64 12.33
H 8.12 8.84 11.64
H 6.66 7.92 11.60
H 5.74 9.76 10.12
H 7.07 9.01 9.35
H 8.29 10.71 9.85
C 16.26 6.84 10.88
C 15.15 7.17 11.88
O 13.95 7.04 11.17
H 16.30 7.49 10.00
H 16.14 5.85 10.44
H 17.22 7.09 11.32
H 15.26 8.16 12.32
H 15.23 6.47 12.72
H 14.07 7.47 10.32
C 12.81 5.75 14.60
C 13.36 6.95 15.38
O 14.15 6.50 16.43
H 13.65 5.18 14.21
H 12.19 6.07 13.76
H 12.15 5.16 15.25
H 12.56 7.55 15.80
H 13.91 7.69 14.80
H 14.65 7.23 16.80
C 12.49 7.59 6.19
C 12.67 7.93 7.73
O 13.98 7.76 8.12
H 11.47 7.88 5.92
H 12.68 6.53 6.02
H 13.17 8.21 5.60
H 12.04 7.37 8.41
H 12.41 8.98 7.86
H 14.19 6.83 7.96
C 7.79 4.64 13.32
C 8.51 5.04 12.03
O 8.48 3.91 11.25
H 6.71 4.65 13.20
H 7.98 5.45 14.03
H 8.00 3.63 13.68
H 9.54 5.32 12.25
H 8.01 5.90 11.58
H 7.61 3.75 10.87
O 12.24 4.92 10.75
H 12.73 5.70 11.04
H 12.86 4.20 10.87
O 9.83 8.17 13.99
H 9.74 7.70 14.82
H 9.40 9.01 14.15
O 9.83 9.65 9.36
H 9.33 9.08 8.78
H 10.18 9.07 10.04
O 10.05 4.63 9.05
H 10.81 5.04 9.46
H 9.58 4.21 9.77
O 10.44 7.69 11.31
H 10.24 7.72 12.25
H 11.14 7.05 11.23
```

[5]
# C10H42N6O10

10 unconnected molecules or ions with the total composition C10H42N6O10 (wB97M-V/def2-TZVPD, OMol25).

Electronic energy   -1487.1938 a.u.
Charge   0
SMILES   COC[C@H](C)N.COC[C@H](C)N.NC(N)=O.NC(N)=O.O.O.O.O.O.O
M   406.5 g/mol
HOMO energy   -9.20 eV

```
68
C10H42N6O10 (wB97M-V/def2-TZVPD)
C -0.26 5.82 -2.79
O 0.61 4.73 -2.68
C 0.11 3.48 -2.37
C 1.16 2.49 -1.88
C 2.22 2.14 -2.94
N 0.50 1.28 -1.44
H -1.07 5.58 -3.51
H 0.31 6.66 -3.15
H -0.72 6.05 -1.82
H -0.65 3.60 -1.58
H -0.39 3.01 -3.21
H 1.62 3.00 -1.03
H 2.66 3.05 -3.34
H 1.75 1.68 -3.82
H 3.01 1.39 -2.77
H -0.01 1.34 -0.61
H 1.17 0.58 -1.22
C 2.26 2.81 1.60
O 1.21 2.65 2.47
C 0.03 3.39 2.01
C -1.12 2.59 2.58
C -2.45 2.93 1.91
N -1.25 2.85 3.99
H 2.63 3.82 1.60
H 1.98 2.55 0.57
H 3.05 2.11 1.86
H 0.01 4.37 2.42
H 0.00 3.30 0.93
H -0.89 1.55 2.37
H -3.35 2.62 2.51
H -2.51 2.42 0.87
H -2.39 4.02 1.76
H -0.33 2.80 4.40
H -1.83 2.13 4.34
N -0.88 -3.80 1.65
C -1.73 -4.58 0.95
N -1.40 -5.90 0.79
O -2.78 -4.10 0.51
H -0.86 -2.77 1.55
H 0.05 -4.17 1.77
H -0.83 -6.40 1.45
H -2.15 -6.39 0.41
N 0.56 -4.18 -1.37
C 0.69 -2.90 -1.87
N -0.12 -2.40 -2.93
O 1.42 -2.09 -1.27
H -0.11 -4.83 -1.77
H 0.75 -4.25 -0.34
H -0.06 -1.49 -3.28
H -0.97 -2.84 -3.30
O 1.41 -1.13 3.02
H 1.26 -0.42 3.64
H 0.79 -0.87 2.28
O 0.71 -7.12 2.44
H 0.57 -7.12 3.42
H 1.61 -6.86 2.35
O -2.50 -1.53 -0.55
H -2.55 -1.59 -1.47
H -2.76 -2.42 -0.20
O -1.65 0.02 -2.99
H -0.76 0.36 -2.66
H -1.81 0.60 -3.74
O -0.13 -0.84 0.60
H -1.05 -0.96 0.19
H 0.38 -1.54 0.09
O 2.64 -3.80 0.82
H 2.35 -3.19 0.12
H 2.83 -3.30 1.65
```

[6]
# C10H44O17

12 unconnected molecules or ions with the total composition C10H44O17 (wB97M-V/def2-TZVPD, OMol25).

Electronic energy   -1686.3584 a.u.
Charge   0
SMILES   OCCO.OCCO.OCCO.OCCO.OCCO.O.O.O.O.O.O.O
M   436.4 g/mol
HOMO energy   -9.78 eV

```
71
C10H44O17 (wB97M-V/def2-TZVPD)
O -17.90 -3.65 2.71
C -16.98 -2.58 3.05
C -15.75 -2.73 2.07
O -14.73 -1.78 2.35
H -18.34 -4.03 3.48
H -17.28 -1.55 2.89
H -16.62 -2.72 4.07
H -16.07 -2.78 1.03
H -15.37 -3.72 2.34
H -13.93 -2.12 1.92
O -16.45 -14.45 0.10
C -17.19 -13.25 0.18
C -16.30 -12.00 -0.09
O -15.21 -11.85 0.72
H -16.97 -15.26 0.11
H -17.93 -13.23 -0.62
H -17.66 -13.27 1.16
H -16.98 -11.17 0.14
H -16.00 -12.03 -1.13
H -14.38 -11.95 0.26
O -22.00 -10.68 2.15
C -20.62 -10.45 2.34
C -19.91 -10.27 1.08
O -20.53 -9.27 0.27
H -22.28 -10.00 1.54
H -20.44 -9.59 2.99
H -20.06 -11.22 2.85
H -19.84 -11.28 0.68
H -18.86 -10.00 1.26
H -20.77 -8.54 0.84
O -17.78 -6.72 1.53
C -18.26 -6.70 0.19
C -17.15 -7.37 -0.65
O -17.64 -7.59 -1.93
H -18.28 -6.09 2.04
H -19.29 -7.06 0.13
H -18.29 -5.68 -0.18
H -17.00 -8.36 -0.21
H -16.18 -6.87 -0.69
H -17.57 -6.79 -2.46
O -14.65 -9.92 -2.27
C -14.29 -8.74 -3.13
C -12.92 -8.19 -2.87
O -11.95 -9.25 -3.09
H -14.10 -10.65 -2.57
H -14.54 -8.94 -4.17
H -15.04 -7.98 -2.90
H -12.84 -7.88 -1.83
H -12.80 -7.35 -3.55
H -11.20 -8.85 -3.54
O -17.60 -10.32 -2.67
H -16.70 -10.01 -2.59
H -18.13 -9.63 -2.26
O -21.75 -7.22 1.58
H -21.95 -6.45 1.05
H -22.46 -7.83 1.40
O -14.34 -9.12 0.48
H -14.78 -9.91 0.79
H -14.20 -9.27 -0.45
O -18.20 -5.66 -3.73
H -17.58 -5.58 -4.45
H -18.15 -4.83 -3.27
O -15.79 -8.27 2.78
H -15.01 -8.22 2.22
H -16.36 -7.58 2.45
O -19.91 -6.24 3.49
H -19.65 -6.98 4.04
H -20.70 -6.54 3.04
O -18.83 -2.98 0.18
H -18.79 -3.37 1.06
H -19.07 -2.06 0.34
```

[7]
# C10H4CaClNO5

A molecular structure, C10H4CaClNO5 (wB97M-V/def2-TZVPD, OMol25).

Electronic energy   -1951.6805 a.u.
Charge   +2
M   293.7 g/mol
HOMO energy   -16.26 eV

```
22
C10H4CaClNO5 (wB97M-V/def2-TZVPD)
O 2.80 -5.01 0.55
C 2.25 -4.02 0.44
Ca 0.67 -1.15 0.09
O 0.89 -2.13 -3.48
C 0.87 -1.89 -2.36
C 0.91 -1.27 2.64
O 0.96 -1.22 3.78
C 3.12 -0.38 -0.02
O 4.17 0.08 -0.07
C -1.30 -2.76 0.35
O -2.26 -3.39 0.44
Cl -3.31 2.62 1.76
C -2.07 2.25 0.66
C -1.72 3.14 -0.38
C -0.69 2.79 -1.27
C -0.03 1.55 -1.10
N -0.41 0.74 -0.09
C -1.40 1.03 0.79
H -2.25 4.07 -0.47
H -0.37 3.44 -2.09
H 0.79 1.23 -1.77
H -1.63 0.30 1.58
```